<P>
C25H40N8O2RuS | wB97M-V/def2-TZVPD

* E_LUMO (alpha / beta): -11.03 / -10.60 eV
* HOMO energy (alpha / beta): -17.5 / -17.5 eV
* charge: +3
* 2S+1: 2
* ⟨S²⟩: 0.82

```
77
C25H40N8O2RuS wB97M-V/def2-TZVPD
Ru -1.910 0.501 0.183
N -2.953 -0.837 1.932
C -4.065 -0.011 2.438
C -3.532 1.338 2.922
N -2.824 2.088 1.872
C -3.584 3.180 1.248
C -4.205 2.734 -0.075
N -3.127 2.288 -0.969
H -3.294 -1.774 1.712
H -2.265 -0.946 2.682
H -4.576 -0.497 3.280
H -4.797 0.123 1.635
H -2.836 1.156 3.746
H -4.370 1.927 3.312
H -1.979 2.483 2.283
H -2.908 4.016 1.049
H -4.375 3.537 1.914
H -4.766 3.571 -0.507
H -4.901 1.901 0.075
H -2.518 3.081 -1.185
H -3.523 1.960 -1.849
O -2.360 -4.160 -5.603
N -1.356 -3.500 -5.636
O -0.465 -3.574 -6.429
C -1.174 -2.475 -4.569
C -0.062 -1.700 -4.680
C 0.231 -0.683 -3.733
C 1.335 0.178 -3.863
C 1.512 1.180 -2.935
C 0.580 1.310 -1.903
N -0.435 0.484 -1.732
C -0.632 -0.506 -2.625
C -1.791 -1.345 -2.490
N -2.592 -1.139 -1.426
C -3.734 -1.791 -1.330
C -4.163 -2.699 -2.298
C -3.343 -2.971 -3.368
C -2.110 -2.304 -3.492
H 0.602 -1.838 -5.526
H 2.009 0.058 -4.700
H 2.340 1.867 -3.011
H 0.649 2.132 -1.200
H -4.342 -1.586 -0.459
H -5.128 -3.174 -2.208
H -3.642 -3.686 -4.121
C 3.983 -3.950 1.460
C 3.469 -2.906 2.433
C 1.968 -2.627 2.345
C 1.507 -2.077 0.984
N 2.199 -0.853 0.634
C 1.791 0.386 0.888
S 0.215 0.682 1.540
N 2.602 1.406 0.644
C 2.348 2.797 0.952
C 3.102 3.264 2.206
C 4.614 3.389 2.031
C 5.382 2.080 1.947
H 5.045 -4.122 1.622
H 3.854 -3.648 0.419
H 3.461 -4.897 1.593
H 4.041 -1.979 2.333
H 3.669 -3.267 3.447
H 1.688 -1.918 3.127
H 1.428 -3.558 2.521
H 0.426 -1.883 1.002
H 1.713 -2.815 0.206
H 3.164 -0.991 0.357
H 3.570 1.211 0.409
H 1.275 2.922 1.116
H 2.658 3.400 0.094
H 2.868 2.590 3.033
H 2.705 4.247 2.461
H 4.982 3.939 2.906
H 4.845 4.015 1.167
H 5.008 1.351 2.663
H 6.432 2.265 2.163
H 5.372 1.650 0.943
```

Mulliken atomic charge list, values in e, 8 entries: Ru 1.2801; N -0.4606; C -0.4525; C -0.8751; N -0.0220; C -0.9163; C -0.4634; N -0.4292

<Q>
C25H40N8O2RuS | wB97M-V/def2-TZVPD

* E_LUMO (alpha / beta): -9.09 / -11.88 eV
* HOMO energy (alpha / beta): -16.8 / -16.8 eV
* charge: +3
* 2S+1: 2
* ⟨S²⟩: 1.24

```
77
C25H40N8O2RuS wB97M-V/def2-TZVPD
Ru 2.059 1.134 1.395
N 4.322 1.412 1.987
C 5.063 0.355 1.274
C 4.372 -1.010 1.411
N 2.968 -1.013 0.958
C 2.765 -1.359 -0.455
C 3.159 -0.215 -1.399
N 2.484 1.030 -1.003
H 4.758 2.316 1.789
H 4.405 1.254 2.995
H 6.081 0.254 1.669
H 5.148 0.653 0.228
H 4.391 -1.297 2.466
H 4.956 -1.754 0.853
H 2.437 -1.674 1.530
H 1.699 -1.577 -0.588
H 3.343 -2.253 -0.722
H 2.892 -0.503 -2.422
H 4.238 -0.059 -1.376
H 1.517 1.013 -1.335
H 2.947 1.834 -1.427
O -1.800 3.522 7.673
N -0.701 3.194 7.330
O 0.304 3.150 7.987
C -0.562 2.806 5.914
C -1.366 3.420 5.010
C -1.225 3.152 3.620
C -2.064 3.718 2.644
C -1.851 3.409 1.320
C -0.782 2.578 0.977
N 0.029 2.044 1.874
C -0.196 2.286 3.183
C 0.599 1.583 4.151
N 1.476 0.661 3.702
C 2.116 -0.094 4.576
C 1.946 0.031 5.956
C 1.088 0.989 6.444
C 0.395 1.812 5.535
H -2.120 4.121 5.344
H -2.866 4.377 2.939
H -2.489 3.799 0.543
H -0.596 2.326 -0.062
H 2.774 -0.855 4.176
H 2.465 -0.633 6.626
H 0.936 1.100 7.509
C -1.011 0.153 -7.279
C -2.127 0.108 -6.252
C -1.754 0.731 -4.905
C -0.577 0.025 -4.220
N -0.912 -1.312 -3.788
C -1.115 -1.676 -2.525
S -0.811 -0.576 -1.252
N -1.492 -2.922 -2.245
C -1.901 -3.371 -0.938
C -3.366 -3.029 -0.607
C -4.392 -3.695 -1.518
C -4.423 -3.180 -2.948
H -1.412 0.023 -8.284
H -0.302 -0.662 -7.136
H -0.476 1.099 -7.251
H -2.484 -0.918 -6.131
H -2.979 0.687 -6.627
H -2.617 0.716 -4.235
H -1.465 1.771 -5.063
H -0.298 0.586 -3.324
H 0.278 -0.023 -4.899
H -1.140 -1.967 -4.527
H -1.702 -3.552 -3.011
H -1.268 -2.866 -0.197
H -1.743 -4.448 -0.886
H -3.480 -1.942 -0.644
H -3.542 -3.347 0.421
H -5.369 -3.500 -1.062
H -4.273 -4.780 -1.509
H -4.204 -2.114 -2.989
H -5.416 -3.332 -3.366
H -3.741 -3.722 -3.603
```

Mulliken atomic charge list, values in e, 8 entries: Ru 0.3423; N -0.3808; C -0.5688; C -0.5956; N 0.1221; C -0.0956; C -0.5621; N -0.3653

Relative energies, in hartree, with the most stable structure set to zero: <P> 0.0000; <Q> 0.0182.

<P>
C15H18O | wB97M-V/def2-TZVPD

* E_LUMO: 0.73 eV
* HOMO energy: -8.4 eV
* charge: 0

```
34
C15H18O wB97M-V/def2-TZVPD
C 2.206 -0.637 -2.946
C 3.140 -0.310 -1.854
C 0.824 -0.037 -2.823
C -0.222 -0.833 -2.293
C 0.485 1.290 -3.048
C -1.486 -0.309 -2.072
C -0.781 1.918 -2.735
C -1.688 1.057 -2.221
H 2.530 -0.397 -3.982
H 1.922 -1.809 -2.919
H 3.136 -0.823 -0.946
H -0.113 -1.952 -2.096
H 1.364 1.872 -3.508
H -2.379 -0.920 -2.104
H -0.925 2.957 -2.956
H -2.800 1.423 -2.006
H 3.213 0.688 -1.270
H 4.150 -0.360 -2.292
C 0.880 -2.019 3.365
C -0.280 -0.340 1.745
C -0.031 -0.830 2.987
C -1.131 0.723 1.396
C -1.954 1.243 2.383
C -1.016 -0.298 3.939
C -1.815 0.745 3.671
O -3.078 2.076 2.318
H 0.194 -0.790 0.870
H -1.184 0.992 0.329
H 1.571 -2.084 2.502
H 0.530 -2.946 3.664
H -0.992 -0.812 4.975
H -3.306 2.171 1.388
H -2.475 1.074 4.468
H 1.513 -1.723 4.071
```

Mulliken atomic charge list, values in e, 8 entries: C -0.6931; C -1.1537; C 0.5907; C -0.0130; C -0.0524; C -0.8240; C -0.8145; C -0.1597

<Q>
C15H18O | wB97M-V/def2-TZVPD

* E_LUMO: 0.83 eV
* HOMO energy: -8.3 eV
* charge: 0

```
34
C15H18O wB97M-V/def2-TZVPD
C 3.633 2.035 0.737
C 3.781 2.926 -0.470
C 2.298 1.433 1.103
C 2.011 0.852 2.340
C 1.229 1.534 0.227
C 0.744 0.545 2.792
C -0.032 1.006 0.513
C -0.206 0.505 1.779
O -1.522 0.071 1.960
H 4.212 1.147 0.435
H 4.050 2.466 1.649
H 4.535 3.698 -0.276
H 2.896 0.876 2.989
H 1.235 2.082 -0.726
H 0.505 0.145 3.765
H -0.860 0.929 -0.168
H -1.779 -0.380 2.755
H 2.918 3.592 -0.578
H 3.777 2.482 -1.467
C -0.241 -1.242 -2.086
C -4.079 -2.283 -0.402
C -2.864 -2.861 -0.001
C -4.050 -1.523 -1.526
C -1.710 -2.692 -0.734
C -2.836 -1.179 -2.154
C -1.621 -1.654 -1.694
H -4.991 -2.463 0.147
H -2.946 -3.616 0.775
H -4.941 -1.193 -2.053
H -0.857 -3.225 -0.331
H -2.846 -0.429 -2.936
H 0.213 -0.550 -1.379
H 0.027 -0.867 -3.070
H 0.315 -2.169 -1.915
```

Mulliken atomic charge list, values in e, 8 entries: C -0.3725; C -1.3468; C 0.3279; C -0.4920; C 0.0528; C -0.9810; C -1.0616; C 0.9421

Relative energies, in hartree, with the most stable structure set to zero: <P> 0.0510; <Q> 0.0000.

<P>
C2H8N4O2Sn | wB97M-V/def2-TZVPD

* E_LUMO: -10.98 eV
* HOMO energy: -16.7 eV
* charge: +2

```
17
C2H8N4O2Sn wB97M-V/def2-TZVPD
Sn -16.006 -2.888 -21.141
C -13.573 0.281 -20.325
O -14.438 -0.651 -20.287
N -12.713 0.346 -21.352
N -13.555 1.236 -19.423
H -12.843 -0.399 -22.011
H -11.872 0.885 -21.229
H -14.217 1.301 -18.668
H -12.785 1.886 -19.396
C -15.718 -6.809 -20.388
O -16.024 -5.780 -21.018
N -16.539 -7.516 -19.594
N -14.420 -7.212 -20.290
H -16.083 -8.035 -18.865
H -17.522 -7.312 -19.530
H -13.712 -6.771 -20.848
H -14.208 -8.012 -19.720
```

Mulliken atomic charge list, values in e, 8 entries: Sn 1.6976; C 0.6364; O -0.6163; N -0.3727; N -0.3475; H 0.1829; H 0.2320; H 0.2306

<Q>
C2H8N4O2Sn | wB97M-V/def2-TZVPD

* E_LUMO: -12.26 eV
* HOMO energy: -15.4 eV
* charge: +2

```
17
C2H8N4O2Sn wB97M-V/def2-TZVPD
Sn -0.933 -4.079 -0.143
C 3.275 -0.905 -1.861
O 2.170 -1.437 -1.794
N 4.128 -0.993 -0.930
N 3.754 -0.078 -2.754
H 4.980 -0.499 -1.153
H 3.958 -1.545 -0.101
H 3.213 0.145 -3.577
H 4.571 0.503 -2.630
C -3.355 0.755 1.554
O -2.644 -0.057 1.035
N -4.222 0.386 2.453
N -3.255 2.032 1.445
H -4.828 1.120 2.791
H -4.427 -0.539 2.802
H -2.536 2.508 0.921
H -3.848 2.682 1.941
```

Mulliken atomic charge list, values in e, 8 entries: Sn 1.6810; C 0.7307; O -0.6221; N -0.3170; N -0.3895; H 0.1765; H 0.1827; H 0.2120

Relative energies, in hartree, with the most stable structure set to zero: <P> 0.0000; <Q> 0.1649.

<P>
H5N2P | wB97M-V/def2-TZVPD

* E_LUMO: 0.94 eV
* HOMO energy: -8.2 eV
* charge: 0

```
8
H5N2P wB97M-V/def2-TZVPD
N -1.184 -0.086 -0.077
N -0.097 -1.014 -0.132
P 1.549 -0.019 -0.022
H -0.914 0.787 -0.527
H -1.538 0.156 0.930
H -0.228 -1.504 0.682
H 0.894 1.318 0.466
H 1.518 0.362 -1.319
```

In the Mulliken picture, each atom carries the following charge in e: N -0.5222; N -0.3148; P -0.0197; H 0.2553; H 0.2406; H 0.2467; H 0.0446; H 0.0695

<Q>
H5N2P | wB97M-V/def2-TZVPD

* E_LUMO: 0.38 eV
* HOMO energy: -9.3 eV
* charge: 0

```
8
H5N2P wB97M-V/def2-TZVPD
N 0.218 -0.410 0.976
N -0.274 -1.093 -1.219
P 1.018 -0.371 -0.376
H 0.541 0.157 1.845
H -0.140 1.950 0.556
H -0.401 -1.342 -2.123
H -1.000 -1.435 -0.658
H 0.037 2.546 0.998
```

In the Mulliken picture, each atom carries the following charge in e: N -0.5624; N -0.3783; P 0.2541; H 0.2552; H -0.2269; H 0.1598; H 0.2974; H 0.2012

Relative energies, in hartree, with the most stable structure set to zero: <P> 0.0438; <Q> 0.0000.

<P>
C5H14 | wB97M-V/def2-TZVPD

* E_LUMO (alpha / beta): -3.10 / -10.62 eV
* HOMO energy (alpha / beta): -15.0 / -15.0 eV
* charge: +1
* 2S+1: 2
* ⟨S²⟩: 0.75

```
19
C5H14 wB97M-V/def2-TZVPD
C 2.501 0.072 -1.665
C 2.513 0.370 -0.169
H 1.590 -0.388 -2.059
H 2.692 0.898 -2.348
H 3.322 -0.635 -1.810
H 1.650 0.944 0.224
H 3.276 1.125 0.036
H 2.620 -0.531 0.423
C -1.707 -0.520 1.202
C -0.984 -0.608 -0.148
C -2.831 0.540 1.018
H -2.271 -1.375 1.610
H -0.907 -0.279 1.921
H -1.711 -0.413 -0.927
H -3.746 0.044 0.698
H -3.009 0.909 2.048
H -0.410 -1.558 -0.170
H -0.110 0.070 -0.256
H -2.477 1.335 0.374
```

Mulliken atomic charge list, values in e, 8 entries: C -0.7725; C -0.8693; H 0.2485; H 0.3129; H 0.2838; H 0.2884; H 0.3434; H 0.3024

<Q>
C5H14 | wB97M-V/def2-TZVPD

* E_LUMO (alpha / beta): -3.33 / -10.46 eV
* HOMO energy (alpha / beta): -14.8 / -14.8 eV
* charge: +1
* 2S+1: 2
* ⟨S²⟩: 0.75

```
19
C5H14 wB97M-V/def2-TZVPD
C 0.097 -2.419 -1.322
C 0.174 -1.319 -2.369
H 0.451 -3.397 -1.637
H 0.642 -2.168 -0.420
H -0.925 -2.670 -1.041
H 1.150 -0.835 -2.414
H -0.034 -1.704 -3.358
H -0.630 -0.586 -2.230
C -0.292 1.213 0.895
C 0.743 0.384 1.536
C -0.732 2.456 1.550
H 0.119 1.679 -0.115
H -1.111 0.714 0.351
H 1.477 1.038 1.992
H 1.276 -0.316 0.883
H -1.162 1.998 2.492
H 0.006 3.163 1.942
H 0.237 -0.227 2.297
H -1.487 2.994 0.969
```

Mulliken atomic charge list, values in e, 8 entries: C -0.7802; C -0.7742; H 0.3456; H 0.1539; H 0.2790; H 0.2673; H 0.3380; H 0.1992

Relative energies, in hartree, with the most stable structure set to zero: <P> 0.0077; <Q> 0.0000.